This record from OMol25 describes a 9-piece molecular cluster, C30H85N7O9 overall in a non-equilibrium geometry. The level of theory is the ωB97M-V functional and the def2-TZVPD basis.

Calculated values
Maximum force: 0.05807 Eh/bohr
HOMO-LUMO gap: 9.2 eV
Energy relative to the best compared isomer or geometry (same formula, charge and spin): 58.4 kcal per mole
SMILES string: COC[C@H](C)N.COC[C@H](C)N.COC[C@H](C)N.COC[C@H](C)N.COC[C@H](C)N.COC[C@H](C)N.COC[C@H](C)N.CO.CO
Charge: 0

```
131
Properties=species:S:1:pos:R:3:forces:R:3:lowdin_charge:R:1
C 0.677798 -3.259570 1.051850 0.3109 -0.4039 -0.3125 -0.0873
O 2.070070 -3.492254 1.035530 -0.0262 -0.4671 -0.0621 -0.2308
C 2.483956 -4.556398 1.871814 1.6655 0.6030 0.2479 -0.1805
C 4.005696 -4.734223 1.676553 -0.3777 2.2988 -0.9355 -0.4770
C 4.375245 -5.268815 0.299018 -0.2541 -0.2910 1.2011 -0.0383
N 4.618827 -5.409543 2.772919 0.3995 -1.1050 1.0902 0.0367
H 0.526728 -2.429275 0.362005 -0.3070 -0.0790 0.1214 0.0677
H 0.286558 -3.029274 2.042807 0.1264 0.2508 0.2148 0.0753
H 0.171268 -4.163888 0.714597 -0.3081 0.0218 -0.2488 0.0940
H 2.362011 -4.213884 2.899390 -0.4180 -0.3042 0.3859 0.1173
H 2.005512 -5.520321 1.698480 -0.5357 0.0625 -0.1521 0.1310
H 4.442216 -3.735533 1.663250 -0.4610 0.6861 0.0014 0.1258
H 5.432139 -5.521429 0.384246 -0.0592 -0.3301 -0.5208 0.0800
H 4.231452 -4.490076 -0.449971 -0.1157 -0.2709 -0.0565 0.0630
H 3.724427 -6.133688 0.170429 0.4022 -0.2832 -0.7198 0.0819
H 4.193289 -5.130494 3.645363 -0.5362 -0.1385 0.1424 0.0640
H 5.543391 -5.027257 2.911295 0.4203 -0.2892 -0.3561 0.0768
C -1.736111 -1.516437 3.837560 -1.0409 0.7950 0.1991 -0.1052
O -2.592542 -1.383642 4.965836 0.7063 -0.0918 0.2338 -0.1901
C -2.636460 -2.516903 5.830404 -0.6770 0.3121 -1.0775 -0.2065
C -3.272374 -2.073901 7.133993 2.5405 1.3398 -0.0084 -0.4448
C -2.192643 -1.406165 8.095465 -0.6292 0.4469 -0.9755 -0.0529
N -3.788788 -3.156727 7.869745 -1.1439 -0.9170 -0.1396 0.0230
H -0.733982 -1.849523 4.107525 -0.0951 -0.2061 -0.0806 0.0659
H -1.697481 -0.515923 3.406764 0.3775 0.1177 0.1160 0.0776
H -2.226215 -2.094745 3.054329 0.2383 -0.6941 0.0264 0.0878
H -3.227941 -3.285064 5.332221 -0.4885 -0.2102 0.1144 0.1229
H -1.660029 -2.989788 5.935600 0.4559 0.2975 0.3941 0.1224
H -4.083944 -1.375045 6.931386 0.1928 0.2130 -0.2016 0.1425
H -1.380923 -2.053294 8.427767 -0.0168 -0.5361 -0.5687 0.0724
H -2.696516 -1.182795 9.035843 -0.0992 0.6272 -0.0598 0.0628
H -1.737380 -0.527674 7.638206 -0.0843 0.2235 0.2416 0.0705
H -3.012419 -3.799627 7.933374 -0.1398 -0.4026 0.8965 0.0779
H -3.959667 -2.648918 8.725915 -0.2177 -1.3290 0.8904 0.0667
C -0.287700 6.361699 -1.199185 0.2274 -0.9298 -0.3817 -0.0895
O 0.725901 5.447025 -1.518908 1.9738 -1.1442 0.1322 -0.2003
C 0.342117 4.204755 -2.077405 -0.0185 0.1213 -0.5443 -0.1852
C 1.538271 3.269821 -2.466618 0.4662 1.6627 0.4358 -0.4083
C 2.516532 3.860310 -3.514854 -0.5257 0.1403 1.1806 -0.0419
N 1.049615 2.000773 -2.982652 -0.4643 0.1278 -0.3611 0.0435
H -0.533519 6.854577 -2.139799 -0.5374 0.5284 0.2571 0.0922
H 0.143401 7.016632 -0.442014 -0.2865 0.2281 -0.2123 0.0985
H -1.125274 5.800911 -0.784350 -0.4259 0.3868 0.0676 0.0646
H -0.327173 3.688726 -1.389028 -0.0171 -0.3250 0.2113 0.0968
H -0.241125 4.416325 -2.973599 -0.2218 -0.1236 -0.4809 0.1220
H 2.079004 3.094307 -1.536621 0.1916 -0.0840 0.0695 0.1339
H 3.087050 4.681469 -3.080894 0.0005 0.0788 -0.2209 0.0786
H 1.958425 4.198563 -4.387894 0.1051 0.0200 -0.1160 0.0835
H 3.192383 3.045929 -3.775847 0.1962 0.2168 -0.2176 0.0736
H 0.568685 2.292717 -3.821450 -1.2102 -0.1583 -0.2423 0.0788
H 1.830867 1.606854 -3.487220 0.5700 -0.7433 0.4694 0.0746
C 2.442723 -2.084717 -1.990128 0.5023 -0.4997 0.0006 -0.1074
O 3.310486 -2.192452 -3.101425 -0.1567 -0.1845 -0.7492 -0.2005
C 3.317495 -3.461406 -3.757017 0.7521 1.1826 -1.1041 -0.1766
C 4.280123 -3.360620 -4.998013 -1.0298 0.0039 2.1122 -0.4589
C 4.244000 -4.650840 -5.741801 -0.3498 -0.6279 -0.7502 -0.0828
N 5.625751 -3.172322 -4.492380 0.4445 0.5916 -0.1468 0.0347
H 2.917092 -2.596586 -1.152835 -0.0496 0.4539 0.4652 0.0688
H 1.486900 -2.594966 -2.109057 -0.2667 -0.0694 -0.5052 0.0755
H 2.254827 -1.021673 -1.839347 0.1536 -0.0991 0.3374 0.0859
H 3.700050 -4.237417 -3.094037 -0.1766 -0.2379 0.1071 0.1227
H 2.324123 -3.664989 -4.156844 -0.2764 -0.3204 0.2720 0.1188
H 4.014527 -2.459764 -5.551194 -0.6319 -0.2147 -0.4449 0.1362
H 4.574836 -5.459823 -5.090505 0.2271 0.0665 0.0117 0.0848
H 4.886576 -4.614840 -6.621525 0.1321 -0.0866 0.0224 0.0780
H 3.253354 -4.941583 -6.091353 -0.1798 0.2298 -0.0504 0.0756
H 6.115783 -2.825908 -5.304764 0.7820 -0.2633 -0.2125 0.0706
H 5.578643 -2.326781 -3.941982 0.0839 0.1429 0.6577 0.0659
C 4.950802 0.863001 5.162285 0.1616 0.6335 -0.1956 -0.1255
O 4.011266 -0.164291 5.016475 0.0082 -0.2885 -0.0995 -0.1819
C 3.914398 -0.684589 3.697941 -1.8159 -0.2425 -0.0550 -0.1819
C 2.843132 0.056254 2.812431 -0.0276 -0.9698 -0.4060 -0.3759
C 1.391446 -0.079662 3.268799 -0.1201 0.2644 1.7477 -0.0658
N 2.908507 -0.463649 1.433092 0.7809 0.9500 -0.3790 0.0568
H 5.943299 0.571472 4.818676 0.1646 -0.1996 -0.0264 0.0843
H 5.025634 1.185283 6.200857 -0.1765 -0.3835 0.0903 0.0872
H 4.668355 1.755036 4.603173 -0.0883 0.1550 -0.2395 0.0803
H 4.876843 -0.817190 3.203761 0.1199 0.5743 -0.1496 0.1192
H 3.518010 -1.693214 3.814815 0.0164 -0.2959 0.1624 0.1090
H 3.107398 1.111483 2.881380 0.0722 0.1466 -0.6832 0.1271
H 0.592973 0.221375 2.590637 0.5622 -0.0275 -0.7311 0.0585
H 1.191866 0.569097 4.121663 0.1199 -0.0525 0.4545 0.0785
H 1.159127 -1.089619 3.606618 0.1596 -0.1920 -0.1014 0.0538
H 2.596950 -1.413810 1.290838 0.2379 -0.4714 0.7986 0.0328
H 2.228668 0.055056 0.895633 0.0160 0.4632 -0.2701 0.0298
C -1.271603 4.614075 1.845724 0.7561 -0.4083 -0.5914 -0.1071
O -2.532484 4.970138 1.328273 -0.9297 -0.4594 -0.0480 -0.1987
C -3.109219 3.945473 0.487953 -0.3698 -0.4007 0.1283 -0.1635
C -3.431946 2.602149 1.248472 0.1480 1.6883 -0.9149 -0.4394
C -4.185257 1.596043 0.400970 -0.1082 0.0904 -0.4441 -0.0630
N -4.180508 2.993593 2.437485 0.1867 -0.6334 -0.2844 0.0596
H -0.815896 5.377578 2.476205 -0.5813 0.3732 -0.1286 0.0951
H -0.605216 4.467939 0.995629 0.4078 -0.1698 -0.0191 0.0737
H -1.253407 3.694563 2.430772 -0.3343 -0.1607 0.0523 0.0823
H -4.032632 4.312236 0.039741 -0.2989 0.4838 0.6412 0.1261
H -2.518502 3.811326 -0.418220 0.7327 -0.4669 0.1542 0.0928
H -2.457012 2.148331 1.426346 0.1638 -0.0979 0.5375 0.0935
H -5.202317 1.857148 0.108557 -0.0714 0.4459 0.3803 0.0813
H -4.252924 0.655167 0.947131 0.1092 -0.1521 -0.1570 0.0780
H -3.671278 1.467951 -0.551663 0.2555 -0.3907 0.0899 0.0430
H -3.983717 2.319284 3.163225 -0.1776 0.2086 0.3795 0.0735
H -3.892598 3.920643 2.716371 0.1088 -0.0043 0.3147 0.0636
C -7.630936 1.587481 -3.618132 0.7607 -0.2239 -0.3162 -0.0891
O -6.198543 1.514837 -3.846452 -1.0040 0.4903 -0.4491 -0.1964
C -5.667580 2.496308 -4.773165 0.8701 -1.3180 1.3824 -0.1865
C -4.143046 2.367209 -4.720055 1.1252 1.7515 2.1407 -0.4219
C -3.449877 2.546142 -3.349442 -0.6901 -1.1608 0.8589 -0.0672
N -3.541519 3.406765 -5.560214 0.0248 -1.4790 -1.7436 0.0285
H -7.873162 2.483686 -3.046955 -0.1511 0.2131 -0.3088 0.0838
H -8.007438 0.739620 -3.045886 0.7648 -0.1669 0.3141 0.0788
H -8.189838 1.474150 -4.547048 0.0377 0.6327 -0.2815 0.0803
H -5.867785 2.258528 -5.817911 -0.8534 0.0529 -0.0842 0.1197
H -5.926038 3.525078 -4.522274 -0.4339 0.0178 0.0894 0.1253
H -3.876956 1.358158 -5.034885 0.1734 0.1882 -0.5535 0.1406
H -3.584832 3.502056 -2.843360 -0.3784 0.1879 -0.2573 0.0745
H -2.376916 2.356904 -3.317195 0.1701 0.1675 -0.8849 0.0551
H -3.803895 1.759179 -2.683513 -0.4389 0.1389 0.2445 0.0504
H -3.914037 3.123084 -6.455126 0.4856 0.5798 -0.9163 0.0591
H -3.845029 4.363969 -5.451905 -0.3725 -0.0589 0.7614 0.0717
C -0.671512 0.453251 -0.211749 1.0175 0.8511 0.0525 -0.1048
O 0.587533 1.178704 -0.129062 -0.9855 -0.5850 0.6920 -0.1530
H -0.473670 -0.604261 -0.386800 -0.2263 -0.0494 -0.1749 0.0603
H -1.210038 0.572484 0.728390 0.2289 -0.0575 0.0845 0.0535
H -1.294615 0.901852 -0.985442 -0.0452 -0.2558 -0.2055 0.0660
H 0.874975 1.341790 -1.030376 -0.0754 0.0021 -0.6096 0.0060
C -0.562876 -0.826798 -4.365873 -0.6596 -0.0532 -0.2971 -0.1496
O -0.027831 -0.330370 -5.602099 0.0123 -0.1143 0.7624 -0.1212
H 0.144141 -1.347386 -3.719955 0.3749 0.0884 -0.1925 0.0565
H -1.009206 -0.016127 -3.789943 0.2593 0.2219 -0.1846 0.0570
H -1.379433 -1.513185 -4.589951 -0.1038 -0.1723 0.0935 0.0776
H 0.027882 -1.091390 -6.184635 0.1361 0.0841 -0.1357 0.0684
```
Positions in Å, forces in eV/Å.